Record 1
DFT (the ωB97M-V functional and the def2-TZVPD basis) results for a cluster of 17 separate species, H34O17 in total in a non-equilibrium geometry.

Lowest unoccupied orbital energy (eV): 0.27
Strongest force on any atom (eV/Å): 6.03
Frontier orbital gap (eV): 10.634
HOMO (hartree): -0.3808
DFT total energy (Eh): -1299.36145

Geometry as ORCA input:
```
! RIJCOSX wB97M-V def2-TZVPD def2/J DEFGRID3
* xyz 0 1
O -0.79363 -2.84782 -3.14007
H 0.06081 -3.13539 -3.40936
H -1.12086 -3.30321 -2.29244
O -1.49302 5.04859 -0.98397
H -2.03382 5.28949 -1.80316
H -1.90654 5.27315 -0.17072
O -1.03831 -4.81246 -0.28619
H -0.13330 -4.66644 -0.09718
H -1.41019 -5.48139 0.21890
O 1.81084 3.87726 -0.58367
H 1.74202 4.09608 -1.56013
H 0.93188 4.09526 -0.34183
O -0.14019 -0.59258 -1.69894
H -0.37778 -1.10480 -2.51800
H 0.56313 -1.23483 -1.40022
O -2.03758 2.61136 -1.78302
H -1.85832 2.03951 -1.03277
H -1.82171 3.44806 -1.49848
O -0.08732 2.78908 3.64125
H 0.17740 3.14204 4.51640
H 0.48885 2.09550 3.30678
O -1.45780 -0.21916 1.11126
H -1.88284 -0.26463 0.19364
H -2.14372 -0.04412 1.76435
O 1.12681 -4.61519 1.44440
H 1.36130 -5.37878 0.91927
H 0.60354 -4.94961 2.15161
O 0.71016 -1.19554 3.52317
H 0.82557 -1.43996 2.68490
H 0.22299 -1.71718 4.09977
O -5.20178 -1.56428 1.67197
H -4.60873 -1.64467 0.85888
H -5.97023 -0.87863 1.42278
O -3.77472 0.37257 -0.06388
H -3.44207 1.08639 -0.60969
H -3.59231 -0.36229 -0.65540
O 4.68230 0.17340 0.69323
H 4.48307 1.17526 0.72257
H 5.67913 0.10861 0.73983
O 5.02208 2.07927 -1.14143
H 4.16154 2.22555 -1.47591
H 5.35158 2.86556 -0.76046
O -2.04217 3.01580 1.00098
H -1.36761 2.95451 1.73923
H -2.94239 2.99917 1.24541
O 2.63001 -1.34790 -0.66134
H 1.70754 -0.95439 -0.60800
H 3.35784 -0.78415 -0.49863
O 2.03550 -3.05443 -2.78746
H 2.43723 -2.42323 -2.19644
H 2.50585 -2.84440 -3.61178
*
```

---

Record 2
DFT (the ωB97M-V functional and the def2-TZVPD basis) results for an isolated molecule of C25H33N3O2.

Lowest unoccupied orbital energy (eV): 0.72
Strongest force on any atom (eV/Å): 0.59
Frontier orbital gap (eV): 8.500
Structure (SMILES): CCOc1ccccc1CN1CCN(Cc2[nH]c3ccccc3c2C)C[C@@H]1CCO
HOMO (hartree): -0.2858
DFT total energy (Eh): -1287.18241

Geometry as ORCA input:
```
! RIJCOSX wB97M-V def2-TZVPD def2/J DEFGRID3
* xyz 0 1
C -1.03915 3.54901 0.56266
C -0.20858 2.81936 1.61500
O -0.54073 1.45107 1.72044
C -1.69332 1.06440 2.34527
C -2.56043 1.92366 3.01095
C -3.70753 1.43409 3.61248
C -4.00781 0.08653 3.55884
C -3.13973 -0.77445 2.91004
C -1.98423 -0.30903 2.30621
C -1.05529 -1.26972 1.61661
N -1.66005 -1.84038 0.41290
C -2.14495 -0.85411 -0.53379
C -1.02312 -0.14774 -1.29941
N -0.21125 -1.13731 -1.98857
C 0.79603 -0.53527 -2.85793
C 1.73774 0.40318 -2.16837
N 1.38930 1.72954 -2.01677
C 2.34586 2.37390 -1.29173
C 2.43559 3.69782 -0.88261
C 3.53462 4.06013 -0.13305
C 4.52340 3.13071 0.20123
C 4.44109 1.81784 -0.20552
C 3.34029 1.42130 -0.96413
C 2.93111 0.17590 -1.53553
C 3.71244 -1.09209 -1.45558
C 0.35220 -2.07491 -1.03313
C -0.77039 -2.78124 -0.25634
C -1.58135 -3.70210 -1.18031
C -0.94469 -5.08690 -1.30277
O -0.81642 -5.74309 -0.06373
H -2.09393 3.55227 0.82685
H -0.93049 3.05226 -0.39814
H -0.69287 4.57500 0.47358
H -0.28918 3.31630 2.58934
H 0.84453 2.81906 1.31595
H -2.35333 2.98050 3.07344
H -4.36782 2.11964 4.12317
H -4.90592 -0.29149 4.02289
H -3.35396 -1.83116 2.85973
H -0.10517 -0.75706 1.41790
H -0.85368 -2.11112 2.28880
H -2.74606 -0.11803 0.00344
H -2.79139 -1.37144 -1.24664
H -1.46397 0.51990 -2.04634
H -0.42959 0.45219 -0.59115
H 0.25759 0.00401 -3.64588
H 1.35437 -1.35045 -3.32442
H 0.56819 2.15246 -2.41438
H 1.67161 4.41578 -1.14417
H 3.63624 5.08146 0.20392
H 5.36768 3.45691 0.79111
H 5.20981 1.10669 0.05794
H 3.29296 -1.85170 -2.10994
H 3.71946 -1.47995 -0.43649
H 4.74585 -0.90998 -1.74908
H 0.93169 -2.82030 -1.58160
H 1.02845 -1.57192 -0.32279
H -0.31286 -3.40660 0.51906
H -2.58551 -3.80779 -0.76195
H -1.65910 -3.25690 -2.17158
H 0.07161 -5.01142 -1.69546
H -1.53735 -5.70035 -1.99842
H -1.67854 -5.74685 0.36793
*
```

---

Record 3
DFT (the ωB97M-V functional and the def2-TZVPD basis) results for a cluster of 2 separate species, C6H13NO in total in a non-equilibrium geometry.

Lowest unoccupied orbital energy (eV): 0.55
Strongest force on any atom (eV/Å): 2.07
Frontier orbital gap (eV): 8.134
Structure (SMILES): C=C/C(C)=C(\C)N.O
HOMO (hartree): -0.2787
DFT total energy (Eh): -366.36172

Geometry as ORCA input:
```
! RIJCOSX wB97M-V def2-TZVPD def2/J DEFGRID3
* xyz 0 1
C -3.49227 0.12670 0.64919
C -2.23726 -0.16067 0.35021
C -0.99829 0.24695 1.02070
C -1.02476 0.69735 2.44147
C 0.16980 0.33755 0.33049
C 0.24893 0.23263 -1.19658
N 1.37484 0.66435 0.90644
H -4.29190 -0.15373 -0.03236
H -3.89722 0.82001 1.38082
H -2.08092 -0.77950 -0.52194
H -0.33944 0.13597 3.08271
H -0.73101 1.74746 2.54126
H -2.01142 0.54514 2.87893
H -0.67934 0.30934 -1.74201
H 0.87857 1.07827 -1.47903
H 0.70376 -0.71719 -1.49825
H 2.17246 0.08430 0.72034
H 1.37444 0.96268 1.87685
O 4.90180 -2.18834 -4.27431
H 4.34293 -1.60308 -3.77475
H 5.61631 -2.38619 -3.66017
*
```

---

Record 4
DFT (the ωB97M-V functional and the def2-TZVPD basis) results for a structure of composition C32H56ClF9N8O4P2S2 in a non-equilibrium geometry.

Lowest unoccupied orbital energy (eV): -1.94
Strongest force on any atom (eV/Å): 9.25
Frontier orbital gap (eV): 4.996
HOMO (hartree): -0.2549
DFT total energy (Eh): -4829.52290

Geometry as ORCA input:
```
! RIJCOSX wB97M-V def2-TZVPD def2/J DEFGRID3
* xyz 0 1
C -1.02748 -6.16451 1.33644
C -2.13711 -6.11559 0.20308
C -3.62032 -5.79316 0.56567
C -1.66349 -6.33725 -1.10586
C -0.67243 -5.21179 -1.65357
C -0.27981 -5.39451 -3.16811
C -0.68387 -4.20080 -4.10938
C -2.24374 -4.38191 -4.42597
C -0.49502 -2.76161 -3.48304
C 0.13089 -1.67898 -4.45086
C 1.66857 -1.51748 -4.32754
C 2.28470 -0.73505 -3.28004
S 1.38688 0.11314 -1.95510
O 0.87416 -0.88058 -1.01608
O 2.38501 0.91480 -1.23068
C 0.10491 1.33198 -2.55134
F 0.13384 1.51979 -3.92636
F 0.43208 2.57092 -2.02564
C -1.37391 1.04859 -2.02996
F -1.74326 -0.26851 -2.12220
F -1.40450 1.36522 -0.68132
C -2.47875 1.88566 -2.80878
F -2.70939 1.20483 -4.00033
F -2.10677 3.17898 -3.04876
C -3.87943 1.93576 -2.07167
F -3.86663 2.81127 -1.03016
F -4.33406 0.72368 -1.66333
F -4.81171 2.41313 -2.97480
C 3.79883 -0.60598 -3.27717
C 4.65290 -1.24346 -4.23371
Cl 6.42464 -0.97245 -4.09050
C 4.07176 -2.09433 -5.31101
N 4.75100 -2.78828 -6.27723
S 3.49013 -3.52126 -7.11627
N 2.12514 -2.98898 -6.34738
C 2.55608 -2.18342 -5.31272
H -0.19895 -5.48577 0.97139
H -0.61339 -7.19244 1.46139
H -1.41502 -5.69645 2.27654
H -3.59197 -5.27921 1.57191
H -4.00783 -5.01946 -0.15281
H -4.30062 -6.68149 0.64985
H -1.99718 -7.21068 -1.71767
H -1.16149 -4.24096 -1.39908
H 0.28663 -5.26884 -1.06101
H -0.76183 -6.33835 -3.56190
H 0.83372 -5.54397 -3.26712
H -0.18304 -4.25293 -5.12174
H -2.72370 -3.43328 -4.78240
H -2.77681 -4.69246 -3.48196
H -2.41714 -5.15500 -5.22914
H -1.53107 -2.39159 -3.22585
H 0.05903 -2.78850 -2.50052
H -0.45207 -0.73100 -4.32480
H -0.07243 -2.01556 -5.51122
H 4.30894 0.01404 -2.49589
O -2.56709 -3.00366 2.23734
P -1.95948 -1.97757 3.19341
N -2.62899 -2.70091 4.60880
C -3.15407 -2.02690 5.77925
C -1.85901 -3.86538 5.04766
N -2.99535 -0.68365 2.55011
C -4.17945 -0.18108 3.24157
C -3.45665 -0.93084 1.16888
N -1.07133 -0.80100 4.19247
C -1.48329 0.52597 4.61277
C 0.25513 -0.63021 3.54345
H -2.35547 -1.61770 6.41506
H -3.71171 -2.73130 6.40310
H -3.86883 -1.24912 5.52667
H -0.87811 -3.56399 5.44362
H -1.69353 -4.55366 4.21609
H -2.38474 -4.42720 5.82280
H -4.89174 -0.97857 3.48267
H -4.69868 0.55058 2.61494
H -3.95848 0.38988 4.13974
H -4.28177 -1.64920 1.13917
H -2.65209 -1.30432 0.53480
H -3.81420 -0.00516 0.70968
H -1.68384 1.20260 3.77460
H -0.68682 0.98196 5.21009
H -2.33185 0.50880 5.29232
H 0.15381 -0.13985 2.56736
H 0.72777 -1.60704 3.38723
H 0.93923 -0.04016 4.15713
O 5.12239 5.95090 2.45609
P 4.08274 5.63666 1.38204
N 3.97393 7.26524 0.82412
C 2.78692 7.96787 0.38125
C 5.08277 7.61644 -0.06342
N 2.84862 5.26011 2.60723
C 1.76480 6.17104 2.96459
C 3.41607 4.84084 3.90525
N 2.98939 5.10087 0.08344
C 1.54565 4.95908 0.11196
C 3.51918 3.79231 -0.38420
H 2.46378 7.64589 -0.61966
H 2.98738 9.04069 0.30812
H 1.96514 7.88341 1.08656
H 5.00153 7.08827 -1.02505
H 6.03943 7.35048 0.39176
H 5.11512 8.68991 -0.26247
H 2.13241 7.15722 3.27088
H 1.18570 5.75871 3.79664
H 1.01316 6.29057 2.18837
H 3.77645 5.69552 4.48525
H 4.24031 4.13952 3.77807
H 2.66086 4.33113 4.51123
H 1.19536 4.24661 0.86743
H 1.19724 4.59435 -0.85901
H 1.03052 5.91011 0.22560
H 3.41500 3.02849 0.39545
H 4.58343 3.88406 -0.63365
H 3.01175 3.43844 -1.28289
*
```

---

Record 5
DFT (the ωB97M-V functional and the def2-TZVPD basis) results for a cluster of 2 separate species, CCl2NO2 in total in a non-equilibrium geometry.

Lowest unoccupied orbital energy (eV): 3.98
Strongest force on any atom (eV/Å): 2.19
Frontier orbital gap (eV): 7.218
HOMO (hartree): -0.1189
DFT total energy (Eh): -1163.72279

Geometry as ORCA input:
```
! RIJCOSX wB97M-V def2-TZVPD def2/J DEFGRID3
* xyz -1 1
C 1.03058 -0.00052 0.62206
N -0.50633 0.02268 -1.09687
O 1.23196 1.13724 0.52075
O 1.14959 -1.05847 1.07282
Cl -1.29206 1.30550 -0.25000
Cl -1.61374 -1.40644 -0.86876
*
```

---

Short version: energy relative to the best compared isomer or geometry (same formula, charge and spin) = 442.4 226.2 189.5 672.6 44.5 kJ/mol, in the order given.
Short version: M = 306.3 407.6 115.2 949.4 128.9 g/mol, in the order given.